Molecular formula: C49H45GeN6NaO4S
Method: DFT, ωB97M-V/def2-TZVPD

Computed properties:
Total charge: -1
Orbital gap (spin up / spin down), eV: 3.50 / 4.93
Energy relative to the best compared isomer or geometry (same formula, charge and spin), kcal per mole: 101.41
F_max, eV Å⁻¹: 4.495
E_tot, eV: -140438.319
Multiplicity: 2
Expectation value of S²: 0.776

Each line ends with the Mulliken spin population.
Atoms and positions in Å:
Na -0.47117 -0.57953 0.66086  0.00
C -1.55026 -2.08518 -4.20786  0.00
C -2.35687 -1.24758 -4.95970  0.00
C -1.79263 -0.04900 -5.43349  0.00
C -0.46802 0.31012 -5.08735  0.00
C 0.35095 -0.64844 -4.43439  0.00
C -0.12337 -1.86978 -4.07701  0.00
H -1.89197 -2.95940 -3.71880  0.00
H -3.31936 -1.49480 -5.28658  0.00
H -2.36016 0.64742 -6.02080  0.00
H -0.08979 1.28158 -5.23982  0.00
H 1.35686 -0.28273 -4.17741  0.00
H 0.54542 -2.66100 -3.74778  0.00
C -1.16257 0.47270 5.07659  -0.01
C -0.97538 0.76273 3.59976  0.01
N -0.19289 -0.00826 2.86600  0.26
O 0.45154 -0.96385 3.62942  0.04
C -1.52474 2.03912 3.08763  0.29
C -2.00852 3.07794 4.07272  -0.04
N -1.56920 2.48408 1.80299  0.26
O -1.74892 1.65288 0.77702  0.10
H -1.11132 -0.64580 5.14289  0.00
H -2.18381 0.65815 5.31608  0.00
H -0.53306 0.99510 5.76024  0.00
H 1.08633 -1.43719 2.94377  0.00
H -1.89374 2.81827 5.13794  0.00
H -3.03617 3.32961 3.94400  0.01
H -1.46727 3.99193 3.95705  0.02
C -4.53543 6.29278 -1.47430  0.00
C -3.25270 6.24132 -1.96077  0.00
C -2.32953 5.47753 -1.28296  0.00
C -2.65280 4.83001 -0.09297  0.00
C -4.01875 4.77153 0.27151  0.01
C -4.95018 5.49242 -0.43135  0.00
Ge -1.13704 4.33774 1.08003  -0.02
C 0.20293 3.64056 -0.26390  0.02
C -0.18141 3.10194 -1.50222  0.02
C 0.79084 2.90756 -2.55704  0.00
C 2.09625 3.21444 -2.29284  0.00
C 2.53408 3.71979 -1.09239  0.00
C 1.57273 3.89995 -0.08231  0.00
C -0.61053 5.99913 1.83907  0.01
C -1.13921 7.23743 1.55112  0.00
C -0.60494 8.42837 2.15734  0.00
C 0.57807 8.32996 2.85731  0.00
C 1.04415 7.05351 3.22190  0.00
C 0.47035 5.87887 2.70015  0.00
H -5.29783 6.85335 -2.00665  0.00
H -2.93274 6.73303 -2.90231  0.00
H -1.31443 5.46768 -1.72247  0.00
H -4.33497 4.00401 0.98046  0.00
H -5.98315 5.60223 -0.13019  0.00
H -1.19175 2.84299 -1.68914  0.00
H 0.43831 2.73162 -3.56849  0.00
H 2.83303 3.02770 -3.07276  0.00
H 3.62391 3.88528 -0.84876  0.00
H 2.03533 4.08417 0.89404  0.00
H -1.88367 7.32979 0.74609  0.00
H -1.09894 9.33668 1.84265  0.00
H 1.02590 9.21081 3.35812  0.00
H 1.79952 6.90431 3.99874  0.00
H 0.77468 4.94202 3.12532  0.00
N -3.78633 -6.50044 2.11479  0.00
C -4.57406 -5.37705 2.23292  0.00
S -6.22764 -5.49542 2.38433  0.00
C -3.72529 -4.18258 1.97113  0.00
C -4.25326 -2.95354 2.37969  0.01
C -3.59852 -1.85054 1.97228  0.00
N -2.35820 -1.84365 1.44710  0.00
C -1.85074 -3.01817 1.11643  0.00
C -2.52331 -4.22851 1.23476  0.00
H -4.22398 -7.43818 1.98593  0.00
H -2.77356 -6.38022 2.28828  0.00
H -5.10637 -2.88219 3.02537  0.00
H -4.13951 -0.91659 2.21073  0.00
H -0.87017 -2.99973 0.59607  0.00
H -2.09612 -5.10753 0.76044  0.00
O 2.03994 -1.68697 1.86608  0.00
C 2.24302 -2.33310 0.85620  0.00
N 3.45181 -2.78059 0.45357  0.00
C 3.33911 -3.73545 -0.67257  0.00
C 1.79313 -3.37900 -1.03173  0.00
O 1.19721 -3.91653 -1.95998  0.00
N 1.25232 -2.53610 -0.15931  0.00
C 3.17489 -5.12405 -0.21350  0.00
C 3.28629 -5.48474 1.12801  0.00
C 3.08781 -6.88329 1.45027  0.00
C 2.52640 -7.74159 0.53773  0.00
C 2.46906 -7.35671 -0.80691  0.00
C 2.81121 -6.10282 -1.15817  0.00
C 4.31784 -3.46695 -1.90130  0.00
C 4.37203 -2.16415 -2.48149  0.00
C 5.33574 -1.84445 -3.39033  0.00
C 6.13362 -2.87393 -3.88275  0.00
C 6.07876 -4.17115 -3.37967  0.00
C 5.23834 -4.43814 -2.31123  0.00
H 4.29321 -2.65195 1.02726  0.00
H 3.28681 -4.70317 1.88445  0.00
H 3.30532 -7.17932 2.48583  0.00
H 2.04493 -8.60175 0.91831  0.00
H 2.13268 -8.10788 -1.56311  0.00
H 2.78664 -5.77921 -2.25319  0.00
H 3.67930 -1.36176 -2.12991  0.00
H 5.32873 -0.85948 -3.82343  0.00
H 6.78500 -2.59771 -4.67204  0.00
H 6.64257 -5.00673 -3.86389  0.00
H 5.34340 -5.35668 -1.70748  0.00